1.
CHN3OS in the gas phase. Source: OMol25; level of theory: ωB97M-V with the def2-TZVPD basis set.

Element x y z (Å)
1 O -0.031 -2.076 0.030
2 C 0.129 -0.882 0.019
3 N -0.777 0.163 0.098
4 N -0.269 1.410 0.064
5 N 0.951 1.457 -0.003
6 S 1.708 -0.051 0.050
7 H -1.712 -0.022 -0.258

As for the LUMO energy: 0.58 eV. Its structure (SMILES) is O=c1[nH]nns1.

Atomic partial charges in e from the Löwdin method, atoms 1 to 5: number 1, O, carries 0.01; number 2, C, carries -0.75; number 3, N, carries 0.01; number 4, N, carries -0.10; number 5, N, carries -0.35

---

2.
A molecular structure, C21H28I2NRhSb2. Source: OMol25; level of theory: ωB97M-V with the def2-TZVPD basis set.

Element x y z (Å)
1 Rh -0.004 -0.416 0.342
2 I 3.008 0.102 0.833
3 C 2.626 1.919 -0.241
4 I 0.514 2.123 -0.650
5 H 3.162 1.879 -1.185
6 H 2.942 2.766 0.362
7 C -4.727 -0.317 -0.727
8 Sb -2.819 -0.159 0.282
9 C -3.349 1.518 1.550
10 C -3.039 -2.012 1.622
11 C -3.761 -1.931 2.873
12 C -5.031 -2.534 2.945
13 C -5.604 -2.823 4.160
14 C -4.914 -2.529 5.341
15 C -3.705 -1.860 5.287
16 C -3.144 -1.468 4.072
17 C -2.051 -0.477 4.126
18 Sb -0.162 -0.570 2.993
19 C 0.920 -2.077 4.077
20 C 0.596 1.195 3.970
21 H -4.847 0.557 -1.357
22 H -5.516 -0.329 0.018
23 H -4.761 -1.211 -1.341
24 H -4.087 1.209 2.287
25 H -3.788 2.282 0.912
26 H -2.464 1.928 2.033
27 H -1.996 -2.289 1.765
28 H -3.511 -2.695 0.923
29 H -5.515 -2.831 2.025
30 H -6.565 -3.307 4.205
31 H -5.344 -2.787 6.298
32 H -3.213 -1.576 6.205
33 H -1.696 -0.392 5.153
34 H -2.445 0.496 3.824
35 H 0.962 -1.778 5.121
36 H 1.931 -2.154 3.684
37 H 0.419 -3.038 3.993
38 H 0.414 1.100 5.039
39 H 0.092 2.085 3.595
40 H 1.666 1.281 3.796
41 C 0.578 -2.124 -1.080
42 C -0.538 -2.953 -0.812
43 C -1.697 -2.931 -1.645
44 C -2.684 -3.871 -1.501
45 C -2.588 -4.844 -0.492
46 C -1.496 -4.838 0.392
47 C -0.499 -3.910 0.244
48 C -3.616 -5.799 -0.366
49 N -4.476 -6.549 -0.275
50 H 0.614 -1.613 -2.041
51 H 1.541 -2.456 -0.700
52 H -1.753 -2.210 -2.450
53 H -3.527 -3.900 -2.176
54 H -1.455 -5.579 1.175
55 H 0.363 -3.927 0.900

Its net charge is +2. As for the LUMO energy (alpha / beta): -6.81 / -8.88 eV. The expectation value of S² is 6.0586. The spin multiplicity is 5.

Atomic partial charges in e from the Löwdin method, atoms 1 to 5: number 1, Rh, carries 0.15; number 2, I, carries 0.89; number 3, C, carries -1.00; number 4, I, carries 0.91; number 5, H, carries -0.01

---

3.
A molecular structure, C34H29INO2Pd. Source: OMol25; level of theory: ωB97M-V with the def2-TZVPD basis set.

Element x y z (Å)
1 Pd 0.222 0.515 0.482
2 O -0.969 1.772 -0.805
3 C -2.270 1.481 -1.007
4 C -2.708 0.036 -0.496
5 C -2.014 -0.998 -1.302
6 C -2.606 -1.612 -2.400
7 C -1.856 -2.519 -3.130
8 C -0.530 -2.724 -2.791
9 C -0.001 -2.073 -1.678
10 C 1.410 -2.245 -1.241
11 C 2.320 -0.968 -1.531
12 O 2.001 0.079 -0.759
13 C 2.287 -0.580 -3.017
14 C 2.394 0.777 -3.296
15 C 2.399 1.241 -4.596
16 C 2.292 0.348 -5.649
17 C 2.183 -1.005 -5.383
18 C 2.189 -1.469 -4.078
19 C 3.774 -1.396 -1.210
20 C 4.455 -2.427 -1.843
21 C 5.762 -2.718 -1.490
22 C 6.410 -1.981 -0.512
23 C 5.738 -0.950 0.121
24 C 4.434 -0.666 -0.230
25 N -0.767 -1.280 -0.929
26 C -2.622 1.488 -2.496
27 C -1.597 1.330 -3.417
28 C -1.866 1.321 -4.773
29 C -3.169 1.472 -5.218
30 C -4.199 1.619 -4.303
31 C -3.929 1.624 -2.946
32 C -3.047 2.556 -0.247
33 C -3.128 3.818 -0.828
34 C -3.673 4.883 -0.139
35 C -4.129 4.710 1.158
36 C -4.009 3.472 1.764
37 C -3.467 2.405 1.069
38 H -3.791 -0.044 -0.569
39 H -2.381 -0.059 0.548
40 H -3.638 -1.409 -2.645
41 H -2.307 -3.072 -3.946
42 H 0.073 -3.425 -3.346
43 H 1.848 -3.131 -1.697
44 H 1.431 -2.350 -0.152
45 H 2.452 1.458 -2.459
46 H 2.486 2.301 -4.790
47 H 2.298 0.702 -6.671
48 H 2.092 -1.710 -6.200
49 H 2.106 -2.532 -3.906
50 H 3.979 -3.013 -2.617
51 H 6.280 -3.529 -1.986
52 H 7.432 -2.209 -0.251
53 H 6.229 -0.365 0.886
54 H 3.884 0.132 0.251
55 H -0.588 1.221 -3.045
56 H -1.055 1.203 -5.478
57 H -3.385 1.477 -6.277
58 H -5.219 1.733 -4.650
59 H -4.737 1.742 -2.234
60 H -2.738 3.956 -1.827
61 H -3.727 5.856 -0.607
62 H -4.575 5.534 1.694
63 H -4.324 3.334 2.789
64 H -3.363 1.456 1.574
65 I 0.042 2.017 2.834
66 C 0.056 -0.174 2.411
67 H -0.875 -0.563 2.818
68 H 0.929 -0.579 2.916

Its net charge is -1. As for the LUMO energy (alpha / beta): 2.38 / 2.43 eV.

Atomic partial charges in e from the Löwdin method, atoms 1 to 5: number 1, Pd, carries 0.68; number 2, O, carries -0.27; number 3, C, carries -0.55; number 4, C, carries -0.06; number 5, C, carries -0.28

---

4.
A molecular structure, C36H75AsBiN8OS3Si3. Source: OMol25; level of theory: ωB97M-V with the def2-TZVPD basis set.

Element x y z (Å)
1 Bi -0.099 0.777 0.064
2 C -3.523 -0.365 1.538
3 C -3.682 0.321 0.229
4 N -2.676 0.673 -0.536
5 C -3.128 1.319 -1.687
6 C -4.475 1.410 -1.776
7 S -5.206 0.714 -0.407
8 C -2.177 1.836 -2.686
9 C -2.514 2.489 -3.823
10 S -1.111 2.890 -4.698
11 C -0.131 2.173 -3.498
12 N -0.813 1.665 -2.497
13 C 1.358 2.140 -3.638
14 H -2.614 -0.964 1.525
15 H -4.368 -1.017 1.758
16 H -3.450 0.367 2.345
17 H -5.070 1.858 -2.560
18 H -3.496 2.759 -4.186
19 H 1.651 1.603 -4.543
20 H 1.800 1.642 -2.779
21 H 1.768 3.148 -3.720
22 C 0.844 -4.341 -5.177
23 C 2.182 -4.124 -4.465
24 C 2.101 -3.260 -3.207
25 C 1.686 -1.812 -3.456
26 N 0.228 -1.653 -3.629
27 C -0.671 -1.666 -2.657
28 S -0.161 -1.674 -0.980
29 N -1.957 -1.735 -2.968
30 C -3.072 -2.146 -2.090
31 C -3.521 -3.570 -2.392
32 C -3.833 -3.837 -3.866
33 C -4.840 -2.859 -4.469
34 H 0.921 -5.141 -5.912
35 H 0.518 -3.454 -5.732
36 H 0.056 -4.622 -4.469
37 H 2.900 -3.681 -5.160
38 H 2.591 -5.094 -4.179
39 H 3.079 -3.249 -2.717
40 H 1.396 -3.707 -2.497
41 H 2.146 -1.437 -4.371
42 H 1.995 -1.164 -2.638
43 H -0.119 -1.852 -4.557
44 H -2.172 -1.799 -3.955
45 H -3.888 -1.441 -2.242
46 H -2.732 -2.058 -1.064
47 H -4.419 -3.755 -1.795
48 H -2.755 -4.269 -2.042
49 H -4.228 -4.849 -3.945
50 H -2.908 -3.845 -4.455
51 H -5.779 -2.869 -3.908
52 H -5.073 -3.127 -5.499
53 H -4.479 -1.823 -4.482
54 C 5.046 -1.532 -1.561
55 C 4.139 -0.396 -1.214
56 C 4.289 0.972 -1.352
57 C 3.124 1.544 -0.832
58 N 2.305 0.580 -0.379
59 N 2.941 -0.586 -0.650
60 C 2.786 2.997 -0.722
61 H 6.055 -1.332 -1.201
62 H 5.107 -1.659 -2.643
63 H 4.703 -2.471 -1.121
64 H 5.140 1.491 -1.768
65 H 2.532 -1.462 -0.366
66 H 3.541 3.509 -0.124
67 H 1.813 3.161 -0.253
68 H 2.786 3.469 -1.705
69 C -0.081 -0.735 6.021
70 Si -0.905 -0.407 4.415
71 C -2.311 -1.614 4.315
72 C -1.377 1.377 4.280
73 As 0.501 -0.658 2.422
74 Si 2.618 0.291 3.279
75 C 4.083 -0.211 2.275
76 C 2.324 2.111 3.188
77 C 2.943 -0.193 5.031
78 Si 0.775 -3.073 2.287
79 C 1.210 -3.625 3.989
80 C 2.159 -3.481 1.124
81 C -0.817 -3.825 1.723
82 H -0.920 -0.839 6.720
83 H 0.546 0.081 6.371
84 H 0.492 -1.660 6.059
85 H -2.319 -2.178 5.252
86 H -2.245 -2.330 3.500
87 H -3.269 -1.095 4.240
88 H -2.305 1.567 4.834
89 H -1.509 1.718 3.249
90 H -0.594 1.993 4.734
91 H 4.174 0.357 1.350
92 H 4.122 -1.279 2.050
93 H 4.958 0.019 2.895
94 H 1.616 2.403 2.411
95 H 3.275 2.625 3.002
96 H 1.931 2.475 4.142
97 H 2.683 -1.212 5.305
98 H 2.436 0.485 5.716
99 H 4.021 -0.079 5.190
100 H 1.922 -2.956 4.468
101 H 1.675 -4.615 3.933
102 H 0.323 -3.707 4.625
103 H 3.090 -2.968 1.387
104 H 1.899 -3.286 0.078
105 H 2.354 -4.556 1.212
106 H -1.498 -3.984 2.561
107 H -0.602 -4.808 1.287
108 H -1.320 -3.226 0.961
109 C -1.945 6.063 0.000
110 N -1.737 4.784 0.679
111 C -2.754 3.783 0.419
112 C -0.547 4.419 1.220
113 O -0.165 3.211 1.206
114 N 0.197 5.393 1.792
115 C -0.378 6.593 2.411
116 C 1.607 5.185 2.090
117 H -2.296 5.864 -1.015
118 H -1.015 6.617 -0.068
119 H -2.692 6.676 0.503
120 H -3.736 4.191 0.662
121 H -2.581 2.905 1.036
122 H -2.760 3.491 -0.636
123 H -1.459 6.519 2.464
124 H -0.099 7.500 1.874
125 H 0.007 6.668 3.429
126 H 1.999 4.365 1.505
127 H 1.753 4.967 3.149
128 H 2.157 6.094 1.846

Its net charge is +3. As for the LUMO energy: -7.57 eV.

Atomic partial charges in e from the Löwdin method, atoms 1 to 5: number 1, Bi, carries 1.50; number 2, C, carries -0.07; number 3, C, carries -0.66; number 4, N, carries -0.06; number 5, C, carries -0.38